Molecular formula: C55H70NP3RuSi
Method: DFT, ωB97M-V/def2-TZVPD

Atoms and positions in Å:
H: -4.148 -0.149 1.290
C: -3.114 -0.753 4.943
C: -0.621 2.634 -1.905
C: 5.637 0.900 -1.347
H: -0.138 4.714 -1.598
H: -5.157 2.438 -4.253
C: 3.874 1.919 -2.831
H: 4.625 2.461 -0.211
C: -1.300 0.638 4.142
H: -3.633 0.630 -0.645
C: -2.155 -0.453 3.976
H: -1.161 -2.235 -2.814
H: -4.454 -1.233 -3.822
H: -3.062 -1.403 -1.941
C: -0.089 -1.396 -4.487
H: 1.648 -0.137 -4.257
H: -0.611 -2.362 4.988
C: 4.736 -1.810 2.985
C: -3.594 -2.083 2.065
C: 1.392 -1.098 -4.717
H: 3.134 1.174 3.747
H: 3.273 -1.853 -3.959
N: -1.270 -0.644 1.356
H: -2.516 2.755 1.642
H: 6.005 -0.098 -1.095
C: 4.028 -0.800 3.902
C: -2.460 2.849 0.553
C: 0.819 -1.796 -2.146
C: -3.912 0.699 -4.578
C: 4.984 0.877 -2.742
H: 5.737 1.056 -3.508
H: -2.831 -1.192 -4.469
C: -4.916 1.501 -3.750
H: -3.017 1.311 -4.730
C: -1.402 1.422 5.281
H: -4.316 0.481 -5.567
H: 4.159 -2.928 1.208
H: 1.051 -3.706 -3.094
C: 2.739 1.600 -1.841
H: 4.527 -1.247 0.893
C: -5.277 -3.796 1.914
H: -5.851 0.934 -3.665
H: 3.248 5.222 2.742
H: 0.837 -4.315 5.437
C: 2.565 -1.570 1.733
C: 0.658 -5.103 3.450
H: -0.568 0.870 3.377
C: -2.352 1.118 6.248
H: 0.004 3.383 -5.660
H: -5.095 2.338 -1.760
C: -0.410 -3.079 4.202
C: -0.431 -1.440 -2.978
H: 4.566 -0.114 -2.949
Ru: -0.179 -0.009 -0.025
C: 2.473 4.653 2.243
C: -3.074 -0.425 -2.435
C: -3.206 0.035 6.082
Si: -0.820 2.313 -0.074
H: 2.471 -3.194 -2.205
H: -6.417 -0.873 0.625
C: 2.734 3.356 1.820
C: 1.738 2.618 1.176
C: -0.269 3.919 -2.328
C: 4.661 1.368 -0.250
H: 4.294 2.904 -2.609
H: 3.187 -1.275 4.419
H: 2.108 -2.212 2.485
H: -3.790 -1.590 4.807
C: 1.220 5.212 2.039
H: 0.289 -5.671 1.409
H: 3.710 2.924 2.003
C: -0.967 -2.911 2.937
H: -0.650 1.139 -4.972
H: 0.225 5.193 -3.983
H: 2.032 -1.786 0.798
C: -0.706 -3.844 1.926
H: 0.513 -2.178 -1.161
H: 5.017 1.022 0.717
C: -0.177 3.179 -4.611
H: -5.598 -4.813 2.093
H: -3.287 2.302 0.107
H: -0.741 4.942 1.232
H: -7.132 -3.207 1.020
H: 4.762 -2.787 3.470
C: 0.407 -4.178 4.453
C: -4.001 -3.395 2.295
H: 1.439 -0.907 -2.002
H: -3.948 -0.191 6.836
H: -0.745 2.272 5.415
C: -4.465 -1.172 1.458
C: 1.676 -2.838 -2.862
C: 3.507 0.387 3.092
C: -0.780 1.619 -2.869
C: -4.038 0.463 -1.641
P: -1.302 0.005 -2.208
H: -3.333 -4.102 2.771
H: 5.775 -1.505 2.845
H: 1.011 6.217 2.388
C: 4.046 -1.921 1.610
C: -0.547 1.902 -4.216
H: 1.284 -5.964 3.656
C: 2.267 -2.230 -4.151
H: 4.339 0.810 2.528
H: 3.468 1.979 -3.842
H: 4.711 -0.453 4.676
P: -1.978 -1.488 2.536
C: 3.265 0.842 -0.597
H: -3.471 2.403 -2.430
C: -0.051 4.193 -3.671
H: 1.584 -0.984 -5.784
C: 0.482 3.187 0.929
H: 6.506 1.560 -1.349
H: 3.357 -0.226 -0.837
C: 0.099 -4.940 2.185
C: -5.734 -1.578 1.084
H: -0.718 -0.690 -5.019
P: 1.973 0.901 0.684
H: -4.963 -0.108 -1.506
H: -2.585 3.905 0.283
H: -0.324 -2.374 -4.915
C: 2.372 -0.095 2.165
C: 0.231 4.485 1.387
H: 1.430 -0.028 2.715
C: -6.138 -2.891 1.310
C: -3.550 -0.616 -3.883
H: -2.431 1.731 7.137
H: 1.964 1.009 -2.333
H: 2.371 -3.016 -4.901
H: -1.156 -3.720 0.946
C: -4.369 1.776 -2.351
H: 2.259 2.532 -1.529

Computed properties:
Spin multiplicity: 5
Net charge: +2
<S²>: 6.0337
Gap between HOMO and LUMO (spin up / spin down), eV: 7.5 / 7.1
Molecular weight, g/mol: 967.2
HOMO energy (spin up / spin down), eV: -12.664 / -13.874

---

Molecular formula: C22H30N3
Method: DFT, ωB97M-V/def2-TZVPD

Atoms and positions in Å:
C: -1.699 3.048 1.278
C: 2.362 -1.736 -0.284
H: -1.050 -2.844 -1.807
C: -2.251 4.100 3.445
C: -0.864 -0.176 -1.319
C: -1.744 2.060 -0.937
H: -2.685 0.916 -5.089
H: -3.324 5.862 4.101
H: -2.316 -1.266 -3.591
C: -1.360 1.786 1.832
C: 4.174 -6.035 0.405
C: -1.060 0.724 1.005
C: -1.542 5.485 1.582
C: 4.466 -3.817 -0.622
H: 2.277 -5.273 1.227
C: 0.821 -3.502 -0.986
H: -4.359 0.406 -4.702
H: -3.585 -0.527 -2.841
H: 4.414 -6.107 1.467
H: 1.537 0.226 -0.163
C: 1.353 -0.810 -0.443
H: 4.557 -3.542 -1.685
H: -0.539 5.546 1.127
H: -2.259 5.760 0.792
H: -0.673 6.766 3.085
H: -2.172 4.128 -0.556
H: -3.264 -0.699 -5.553
H: -1.728 5.674 4.862
H: 4.882 -2.980 -0.047
C: -1.888 3.165 -0.128
C: 0.105 -1.175 -1.035
C: -3.316 0.079 -4.783
N: -2.831 -0.401 -3.505
H: 6.076 -4.964 0.274
H: 3.350 -1.434 0.057
H: -0.705 -0.210 1.440
H: 0.625 -4.566 -1.143
C: 5.182 -5.140 -0.325
C: 2.803 -5.355 0.262
H: -1.270 1.687 2.915
H: 2.132 -5.910 -0.413
N: 3.077 -4.037 -0.269
C: -0.115 -2.548 -1.336
H: -1.573 3.487 4.057
H: 4.133 -7.044 -0.007
H: -3.244 3.631 3.520
H: -1.269 -0.095 -2.320
C: -2.285 5.562 3.926
C: 2.101 -3.109 -0.511
C: -1.217 0.841 -0.415
H: -2.282 7.285 2.554
H: 5.484 -5.602 -1.267
N: -1.805 4.153 2.070
C: -1.670 6.413 2.802
H: -1.968 2.112 -2.003

Computed properties:
Spin multiplicity: 1
Net charge: +1
Energy relative to the best compared isomer or geometry (same formula, charge and spin), kcal/mol: 0.0
Gap between HOMO and LUMO, eV: 5.8
Molecular weight, g/mol: 336.5
HOMO energy, eV: -10.142

---

Molecular formula: C4H10O3
Method: DFT, ωB97M-V/def2-TZVPD

Atoms and positions in Å:
O: -1.628 -3.568 4.694
C: 1.280 -0.125 -0.480
H: 1.551 3.501 -2.379
C: 2.319 1.718 -1.730
H: -1.811 -2.886 4.045
O: 1.784 2.961 -1.636
H: -2.435 -3.771 5.146
H: -6.685 -1.188 0.774
C: 3.311 1.618 -2.674
C: 2.055 0.958 -0.516
H: 3.545 0.760 -3.285
H: -6.945 -2.583 1.269
H: 2.261 1.530 0.382
H: 0.519 -0.469 0.224
O: -6.277 -2.068 0.769
H: 0.879 -0.493 -1.427
H: 3.812 2.566 -2.862

Computed properties:
Spin multiplicity: 1
Net charge: 0
Energy relative to the best compared isomer or geometry (same formula, charge and spin), kcal/mol: 91.8
Gap between HOMO and LUMO, eV: 9.0
Molecular weight, g/mol: 106.1
HOMO energy, eV: -8.240

---

Molecular formula: C4H5FS
Method: DFT, ωB97M-V/def2-TZVPD

Atoms and positions in Å:
H: -0.026 0.594 -1.194
H: 0.249 -2.017 -0.724
F: -3.226 0.996 -0.021
C: 0.557 0.200 -0.412
C: 0.086 -1.158 0.008
H: 1.995 1.723 -0.155
C: 1.575 0.858 0.269
H: 0.369 -1.419 0.990
H: 2.228 0.683 1.056
S: -1.779 -1.059 0.172
C: -2.027 0.599 0.012

Computed properties:
Spin multiplicity: 1
Net charge: 0
Energy relative to the best compared isomer or geometry (same formula, charge and spin), kcal/mol: 81.0
Gap between HOMO and LUMO, eV: 9.1
Molecular weight, g/mol: 104.1
HOMO energy, eV: -8.391

---

Number 2 is which compound?
C22H30N3